1.
C22H39ErO7S3Si as an isolated structure in a non-equilibrium geometry, computed with ωB97M-V/def2-TZVPD.

Last column: Mulliken spin population.
Element x y z (Å)
Er: 0.63754 -0.57575 0.22919  3.05
O: 4.37389 1.04452 0.54803  0.00
S: 3.21910 0.25364 0.87418  -0.01
O: 3.08019 -0.95847 0.05154  0.00
O: 1.95430 1.01217 0.79666  -0.01
C: 3.46095 -0.38803 2.53365  0.00
C: 4.49004 0.18434 3.26227  0.00
C: 4.85508 -0.33535 4.49498  0.00
C: 4.21585 -1.46621 4.97819  0.00
C: 3.17738 -2.02906 4.25206  0.00
C: 2.79114 -1.49132 3.03305  0.00
S: 1.17763 -2.03218 2.42551  -0.01
O: 0.67168 -2.96397 3.38930  0.00
O: 0.44407 -0.74900 2.37082  0.00
O: 1.20783 -2.56806 1.05423  0.00
H: 4.99182 1.03140 2.82232  0.00
H: 5.63858 0.13945 5.06412  0.00
H: 4.50711 -1.90402 5.92102  0.00
H: 2.62399 -2.88006 4.61704  0.00
C: -2.36635 1.22993 2.85057  0.00
C: -2.17433 1.98181 1.52888  0.00
C: -0.88390 2.78734 1.72257  0.00
C: -3.33696 2.96492 1.36439  0.00
Si: -1.88110 0.68657 0.00485  -0.01
C: -3.31645 -0.72516 0.12394  0.00
C: -2.85600 -1.74089 1.17949  0.00
C: -4.73156 -0.24951 0.45424  0.00
C: -3.36626 -1.48017 -1.20496  0.00
C: -1.97595 1.67094 -1.77284  0.00
C: -1.53168 0.71980 -2.89457  0.00
C: -3.32780 2.25712 -2.17677  0.00
C: -0.92716 2.78968 -1.73942  0.00
H: -2.38729 1.95008 3.67021  0.00
H: -1.53453 0.54916 3.02596  0.00
H: -3.29770 0.67337 2.88609  0.00
H: -0.97500 3.41024 2.61532  0.00
H: -0.67381 3.43664 0.87907  0.00
H: -0.03388 2.11273 1.85449  0.00
H: -3.44118 3.57847 2.26039  0.00
H: -4.27492 2.44556 1.19967  0.00
H: -3.16273 3.63255 0.52680  0.00
H: -2.81878 -1.30948 2.17439  0.00
H: -1.84716 -2.11829 0.94299  0.00
H: -3.53698 -2.59243 1.20877  0.00
H: -4.76741 0.25019 1.41623  0.00
H: -5.42211 -1.09294 0.48786  0.00
H: -5.08227 0.44104 -0.30738  0.00
H: -2.35667 -1.77593 -1.50316  0.00
H: -3.80544 -0.85947 -1.97989  0.00
H: -3.97400 -2.38014 -1.11290  0.00
H: -2.31627 0.02208 -3.16970  0.00
H: -0.64507 0.14792 -2.59450  0.00
H: -1.27966 1.29256 -3.78823  0.00
H: -4.07344 1.47245 -2.26400  0.00
H: -3.24912 2.75730 -3.14457  0.00
H: -3.67938 2.97698 -1.44647  0.00
H: 0.03241 2.39709 -1.38083  0.00
H: -1.23578 3.60642 -1.09430  0.00
H: -0.77524 3.19968 -2.73982  0.00
O: 1.18113 -1.38392 -1.87546  0.00
S: 2.54175 -1.99695 -2.10474  0.00
C: 3.54508 -0.65838 -2.85960  0.00
C: 4.44098 -1.36717 -3.85345  0.00
C: 3.54719 -2.31042 -4.67067  0.00
C: 2.37622 -2.75954 -3.79587  0.00
H: 4.07861 -0.14161 -2.06727  0.00
H: 2.84342 0.02020 -3.34321  0.00
H: 5.19952 -1.93958 -3.31786  0.00
H: 4.96057 -0.65866 -4.49759  0.00
H: 4.12773 -3.16834 -5.00494  0.00
H: 3.17062 -1.80221 -5.55829  0.00
H: 2.34904 -3.83676 -3.66111  0.00
H: 1.40888 -2.43692 -4.17091  0.00

Its multiplicity is 4. Its total energy is -105785.748 eV. Its HOMO-LUMO gap (alpha / beta) is 7.09 / 7.04 eV. As for the total charge: 0.



2.
C22H39N3O4PdS as an isolated structure, computed with ωB97M-V/def2-TZVPD.

Last column: natural (NBO) charge in e.
Element x y z (Å)
Pd: -1.04445 -0.12564 -0.43890  0.39
C: -3.63888 0.98622 3.45021  -0.43
N: -3.63985 1.44606 2.07514  -0.42
C: -4.38299 0.58375 1.17051  -0.44
C: -2.88942 2.53283 1.74720  0.67
O: -2.23547 3.14106 2.58533  -0.66
C: -2.92053 3.06372 0.31799  -0.15
O: -1.59971 3.08912 -0.17529  -0.53
C: -1.46078 2.73016 -1.54112  -0.11
C: -1.62847 1.23523 -1.83636  0.32
O: -2.73768 0.70301 -1.37348  -0.80
N: -1.30237 0.96795 -3.23774  -0.50
C: -1.81837 -0.32124 -3.66700  -0.41
C: 0.13728 1.00835 -3.47675  -0.43
H: -4.66507 0.97623 3.83657  0.16
H: -3.02846 1.65543 4.04879  0.23
H: -3.24348 -0.03159 3.49805  0.22
H: -5.46136 0.70237 1.34359  0.15
H: -4.10581 -0.45290 1.37309  0.24
H: -4.13512 0.77903 0.13392  0.27
H: -3.30632 4.09226 0.39792  0.16
H: -3.56468 2.48864 -0.33699  0.21
H: -0.47122 3.08033 -1.82629  0.19
H: -2.20550 3.26953 -2.15041  0.15
H: -2.88849 -0.37356 -3.48033  0.21
H: -1.33600 -1.15320 -3.12936  0.19
H: -1.62656 -0.43457 -4.73805  0.17
H: 0.66298 0.28007 -2.84334  0.23
H: 0.54301 1.99634 -3.26047  0.19
H: 0.32937 0.79392 -4.53236  0.17
C: -0.15657 -1.10323 2.73611  -0.84
S: -1.24008 -1.64599 1.42475  1.31
C: -0.36444 -3.15479 1.03881  -0.83
O: -2.52018 -2.05982 2.09701  -1.04
H: -0.13470 -1.88136 3.50104  0.21
H: -0.58443 -0.18395 3.13309  0.24
H: 0.83537 -0.90017 2.32589  0.29
H: 0.64574 -2.87943 0.73913  0.29
H: -0.88435 -3.62025 0.20320  0.23
H: -0.38855 -3.79476 1.92276  0.21
C: 1.78663 -3.61722 -1.68969  -0.62
C: 2.98802 -2.69055 -1.46922  -0.22
C: 3.12885 -1.75440 -2.67475  -0.61
C: 2.99885 -1.89881 -0.17239  -0.16
C: 3.95473 -2.19654 0.77268  -0.21
C: 4.19201 -1.39179 1.89975  -0.44
C: 3.52863 -0.15700 1.91785  -0.21
C: 2.55283 0.20773 1.01185  -0.18
C: 2.10491 1.66123 1.00503  -0.23
C: 0.82827 1.95679 1.79632  -0.59
C: 1.98909 2.20931 -0.41879  -0.61
C: 2.02261 -0.79421 0.05228  0.17
N: 0.88786 -0.80830 -0.56430  -1.02
H: 1.90512 -4.18018 -2.62551  0.17
H: 0.87603 -3.01909 -1.73578  0.25
H: 1.69268 -4.33871 -0.87307  0.19
H: 3.88420 -3.32728 -1.44051  0.17
H: 2.27730 -1.07348 -2.69195  0.24
H: 3.15114 -2.31584 -3.61700  0.17
H: 4.04403 -1.16259 -2.59635  0.19
H: 4.58554 -3.07197 0.60505  0.16
H: 4.96065 -1.63569 2.62404  0.17
H: 3.82837 0.58591 2.66013  0.17
H: 2.91322 2.22082 1.49816  0.17
H: -0.01092 1.37798 1.40504  0.21
H: 0.54732 3.01070 1.72752  0.20
H: 0.96146 1.70479 2.85306  0.18
H: 1.22247 1.65250 -0.95634  0.24
H: 2.93570 2.08917 -0.95492  0.19
H: 1.71900 3.27150 -0.40401  0.18

Its total energy is -50419.702 eV. Its HOMO-LUMO gap is 4.18 eV. As for the total charge: -2.